100
Properties=species:S:1:pos:R:3:lowdin_spin:R:1 method="wB97M-V/def2-TZVPD" largest_force_ev_per_a=5.1 total_charge=+1 multiplicity=2 homo_lumo_gap_ha="0.3496 / 0.1261" molar_mass_g_mol=648.740 e_lumo_ev="-2.312 / -8.392" e_homo_ev="-11.82 / -11.82"
C -3.218 -2.674 1.353 0.0003
C -2.864 -4.059 1.821 0.0003
C -1.367 -4.171 1.457 0.0001
O -1.115 -3.039 0.636 0.0005
C -2.318 -2.483 0.216 0.0018
H -2.876 -1.999 2.137 0.0000
H -4.262 -2.470 1.116 0.0000
H -3.387 -4.743 1.153 0.0000
H -3.104 -4.144 2.881 0.0001
H -1.332 -5.079 0.855 0.0000
H -0.838 -4.165 2.411 0.0000
H -2.653 -2.788 -0.776 -0.0001
H -2.185 -1.415 0.042 0.0014
C -0.815 -3.295 -4.168 0.0002
C 0.558 -2.829 -4.621 0.0000
C 0.334 -1.662 -5.612 0.0000
O -1.025 -1.484 -5.518 0.0000
C -1.742 -2.666 -5.121 0.0000
H -1.167 -3.002 -3.179 0.0002
H -0.933 -4.375 -4.255 0.0000
H 0.912 -3.706 -5.163 0.0000
H 1.286 -2.697 -3.821 0.0000
H 0.679 -2.010 -6.586 0.0000
H 0.799 -0.776 -5.180 0.0000
H -1.731 -3.327 -5.988 0.0000
H -2.721 -2.518 -4.666 0.0000
C -1.789 1.518 0.098 0.0127
C -1.962 1.048 -1.347 0.0187
C -0.594 0.411 -1.649 0.0811
O 0.241 1.154 -0.792 0.6473
C -0.358 1.565 0.449 0.0846
H -2.205 0.738 0.736 0.0001
H -2.159 2.512 0.348 0.0031
H -2.220 1.952 -1.900 0.0004
H -2.730 0.319 -1.604 0.0004
H -0.258 0.462 -2.684 0.0123
H -0.493 -0.653 -1.432 0.0493
H 0.105 2.523 0.686 0.0246
H -0.086 0.900 1.269 0.0511
C 1.392 -1.367 4.953 0.0002
C 2.924 -1.360 5.212 0.0000
C 3.364 -2.178 4.017 0.0002
O 2.521 -1.625 2.964 0.0025
C 1.251 -1.317 3.446 0.0016
H 0.897 -0.484 5.359 0.0000
H 0.943 -2.279 5.346 0.0001
H 3.311 -1.608 6.200 0.0000
H 3.252 -0.346 4.986 0.0000
H 3.144 -3.228 4.208 0.0001
H 4.419 -1.982 3.826 0.0000
H 0.453 -1.993 3.139 0.0001
H 0.984 -0.327 3.076 0.0012
C 2.635 -2.433 -0.704 0.0000
O 2.732 -3.076 -2.016 0.0000
C 3.920 -3.462 -2.437 0.0000
O 4.983 -3.480 -1.792 0.0000
O 3.825 -3.780 -3.748 0.0000
C 5.010 -3.858 -4.533 0.0000
H 1.608 -2.115 -0.527 0.0001
H 3.204 -1.507 -0.615 0.0000
H 2.789 -3.112 0.135 0.0000
H 5.465 -2.880 -4.694 0.0000
H 4.714 -4.205 -5.523 0.0000
H 5.677 -4.622 -4.134 0.0000
C -0.566 2.676 5.143 0.0000
O -0.188 3.808 4.402 0.0000
C 0.505 3.577 3.367 0.0001
O 0.992 2.531 3.059 0.0019
O 0.593 4.742 2.781 0.0001
C 1.528 5.085 1.832 0.0004
H -1.451 2.114 4.844 0.0000
H -0.776 3.106 6.123 0.0000
H 0.326 2.068 5.300 0.0000
H 1.612 6.158 1.658 0.0000
H 1.461 4.645 0.836 0.0002
H 2.541 4.738 2.036 0.0000
C -5.428 4.469 5.711 0.0000
O -4.803 3.523 4.960 0.0000
C -5.449 2.981 3.943 0.0000
O -6.605 3.057 3.597 0.0000
O -4.589 2.096 3.472 0.0000
C -5.004 1.369 2.312 0.0000
H -5.430 5.443 5.221 0.0000
H -4.849 4.505 6.634 0.0000
H -6.471 4.248 5.938 0.0000
H -6.017 1.468 1.921 0.0000
H -4.882 0.299 2.480 0.0000
H -4.342 1.726 1.523 0.0001
C 2.444 5.149 -6.471 0.0000
O 3.005 3.966 -6.031 0.0000
C 2.726 3.520 -4.827 0.0000
O 2.136 4.161 -3.893 0.0000
O 3.258 2.335 -4.733 0.0000
C 3.253 1.588 -3.516 -0.0001
H 2.439 6.051 -5.859 0.0000
H 1.410 4.964 -6.761 0.0000
H 2.945 5.404 -7.405 0.0000
H 4.020 0.833 -3.346 0.0000
H 2.314 1.084 -3.289 -0.0001
H 3.524 2.264 -2.705 0.0000

***

105
Properties=species:S:1:pos:R:3:mulliken_charge:R:1 method="wB97M-V/def2-TZVPD" largest_force_ev_per_a=1.8 relative_energy_kcal_mol=6.2 homo_lumo_gap_ha=0.4061 molar_mass_g_mol=728.735 e_lumo_ev=0.528 e_homo_ev=-10.52
C -2.433 -5.107 -3.555 -1.5085
C -3.064 -3.925 -2.889 0.5248
O -3.261 -4.234 -1.513 -0.3602
C -3.898 -3.300 -0.817 0.9445
O -4.313 -2.262 -1.252 -0.5644
O -3.983 -3.701 0.444 -0.3955
C -4.558 -2.737 1.335 -0.5335
H -2.356 -4.915 -4.625 0.3828
H -3.042 -5.991 -3.372 0.3812
H -1.421 -5.274 -3.188 0.2989
H -4.012 -3.624 -3.339 0.3113
H -2.447 -3.028 -2.996 -0.1327
H -3.919 -1.859 1.410 0.1775
H -4.671 -3.212 2.302 0.2388
H -5.538 -2.438 0.963 0.2951
C 8.051 -0.881 5.467 -1.1957
C 7.517 -2.123 4.777 -0.1779
O 6.296 -1.774 4.131 -0.2724
C 5.503 -2.792 3.806 0.7303
O 5.759 -3.956 3.948 -0.5791
O 4.380 -2.302 3.315 -0.2899
C 3.570 -3.202 2.524 -0.4780
H 8.984 -1.113 5.981 0.3791
H 7.338 -0.453 6.171 0.3155
H 8.289 -0.120 4.722 0.2992
H 7.400 -2.947 5.474 0.3355
H 8.254 -2.383 4.012 0.2377
H 2.867 -3.671 3.219 0.3675
H 4.180 -3.938 2.017 0.2547
H 3.005 -2.576 1.852 0.0641
C 0.312 6.508 3.287 -0.8999
C -0.744 6.315 4.360 -0.4176
O -1.433 5.071 4.304 -0.3008
C -0.921 4.036 4.955 0.8215
O 0.202 3.941 5.364 -0.5898
O -1.863 3.101 5.043 -0.3148
C -1.451 1.883 5.640 -0.5930
H -0.103 6.701 2.297 0.1856
H 0.968 5.643 3.225 0.2513
H 0.861 7.404 3.584 0.3801
H -1.513 7.083 4.298 0.3321
H -0.274 6.444 5.338 0.4195
H -1.225 2.056 6.691 0.3144
H -0.605 1.410 5.143 0.2009
H -2.294 1.202 5.549 0.2380
C 7.604 -4.538 -2.007 -1.3237
C 6.546 -3.897 -1.188 -0.0345
O 5.280 -4.139 -1.838 -0.3205
C 4.244 -3.484 -1.322 0.7650
O 4.311 -2.717 -0.399 -0.5681
O 3.150 -3.866 -1.982 -0.3603
C 1.961 -3.115 -1.775 -0.5986
H 8.578 -4.294 -1.573 0.3900
H 7.623 -4.266 -3.060 0.3298
H 7.519 -5.625 -1.958 0.3117
H 6.685 -2.834 -0.996 0.3234
H 6.498 -4.360 -0.196 0.2203
H 1.204 -3.594 -2.396 0.2054
H 2.064 -2.077 -2.086 0.3579
H 1.562 -3.135 -0.762 0.2964
C -2.887 1.960 -5.825 -1.0483
C -3.996 1.152 -5.184 -0.3815
O -3.647 -0.231 -5.040 -0.1672
C -3.996 -1.043 -6.045 0.5368
O -4.209 -0.710 -7.173 -0.5675
O -4.005 -2.298 -5.595 -0.1613
C -4.513 -3.289 -6.501 -0.8142
H -2.017 1.956 -5.171 0.2290
H -3.255 2.977 -5.955 0.3734
H -2.631 1.518 -6.785 0.3198
H -4.952 1.225 -5.704 0.4159
H -4.202 1.504 -4.171 0.3289
H -3.746 -3.501 -7.247 0.3049
H -5.401 -2.917 -7.003 0.3934
H -4.702 -4.181 -5.916 0.2268
C -0.788 4.012 0.137 -0.7616
C -2.060 3.988 0.984 -0.0133
O -2.506 5.331 1.242 -0.1901
C -3.306 5.851 0.316 0.6587
O -3.647 5.327 -0.703 -0.5703
O -3.744 7.043 0.760 -0.3079
C -4.285 7.896 -0.234 -0.6984
H 0.074 4.219 0.769 0.1180
H -0.863 4.735 -0.678 0.4636
H -0.666 3.061 -0.382 -0.0202
H -1.859 3.544 1.951 0.0980
H -2.780 3.428 0.392 0.3604
H -5.044 7.387 -0.824 0.3039
H -3.503 8.270 -0.899 0.2986
H -4.714 8.759 0.267 0.2357
C -1.380 -0.216 -2.065 -0.8062
C -1.128 -1.267 -0.992 0.7755
O 0.051 -1.019 -0.253 -0.2630
C -0.047 0.001 0.596 0.6440
O -1.026 0.658 0.793 -0.6441
O 1.094 0.114 1.254 -0.3279
C 1.109 1.113 2.268 -0.5264
H -1.677 0.729 -1.615 0.2187
H -2.192 -0.551 -2.712 0.1485
H -0.473 -0.079 -2.655 0.3321
H -1.030 -2.210 -1.530 -0.0600
H -2.013 -1.368 -0.365 -0.2610
H 2.043 1.003 2.806 0.3428
H 0.267 0.980 2.952 0.2207
H 1.026 2.122 1.863 0.1699

***

no.,electronic energy (eV)
1,-62689.4555
2,-72942.8528